No. 1
59
Properties=species:S:1:pos:R:3:forces:R:3:nbo_charge:R:1 method="wB97M-V/def2-TZVPD" e_above_lowest_ev=0.405 homo_lumo_gap_ev=5.9 total_charge=-1 max_force_ha_per_bohr=0.0140 lumo_ev=1.954 homo_energy_ev=-3.94
Y 0.227 0.949 0.491 -0.225 -0.622 -0.280 1.7337
O -0.700 1.634 2.481 0.147 0.182 0.281 -0.6323
C -1.021 1.001 3.481 -0.057 -0.279 -0.118 0.4668
C -1.183 -0.430 3.580 0.006 0.283 0.213 -0.2488
C -1.487 -0.923 4.850 -0.003 0.036 -0.096 -0.1010
C -1.636 -2.269 5.039 -0.165 -0.225 0.439 -0.0851
C -1.485 -3.171 3.975 0.010 -0.027 -0.124 -0.1319
C -1.193 -2.710 2.725 -0.058 -0.028 0.042 -0.2949
C -1.034 -1.314 2.460 0.006 0.113 -0.188 0.4794
O -0.781 -0.900 1.285 -0.076 -0.330 0.130 -0.7735
N -1.957 -2.779 6.374 0.339 0.103 -0.348 0.5406
O -2.070 -1.977 7.285 -0.096 0.023 0.035 -0.4075
O -2.065 -3.985 6.512 -0.096 -0.017 0.018 -0.4074
H -1.210 1.564 4.409 -0.045 -0.010 0.006 0.1333
H -1.602 -0.244 5.686 -0.004 -0.017 0.001 0.2375
H -1.604 -4.228 4.166 0.002 -0.003 0.004 0.2398
H -1.076 -3.390 1.892 0.005 0.009 -0.002 0.2231
C -3.465 3.397 -1.848 -0.050 0.017 -0.018 -0.6422
C -2.143 2.872 -1.331 -0.049 -0.103 -0.017 -0.1682
S -2.205 1.291 -0.527 -0.112 0.316 -0.090 -0.4439
C -1.031 3.608 -1.488 0.101 -0.105 -0.004 -0.1658
C -1.092 4.956 -2.172 0.017 0.063 -0.039 -0.6438
S 0.579 3.103 -0.932 -0.039 0.399 -0.293 -0.4668
H -4.284 2.734 -1.576 0.045 -0.028 0.017 0.2198
H -3.460 3.494 -2.940 0.014 -0.028 0.005 0.1993
H -3.690 4.391 -1.449 0.024 -0.017 0.022 0.2001
H -1.579 4.897 -3.151 -0.008 -0.038 0.015 0.1989
H -0.095 5.366 -2.321 0.011 -0.057 0.031 0.2196
H -1.662 5.683 -1.582 0.002 -0.031 0.023 0.2005
C 0.521 -2.044 -1.329 0.042 0.071 0.012 -0.0757
N 0.749 -2.907 -2.488 0.011 0.069 -0.044 -0.4692
C -0.140 -2.464 -3.568 -0.009 -0.001 0.022 -0.0765
N 0.092 -1.070 -3.944 0.001 -0.024 0.050 -0.4682
C -0.127 -0.236 -2.765 0.079 0.090 0.112 -0.0972
N 0.775 -0.617 -1.636 -0.133 0.033 0.032 -0.5406
C 2.173 -0.495 -2.126 -0.105 0.005 -0.028 -0.0781
N 2.417 -1.327 -3.302 -0.055 -0.047 0.025 -0.4678
C 2.132 -2.717 -2.939 0.003 0.020 0.010 -0.0774
C 1.486 -0.930 -4.359 0.028 0.019 -0.017 -0.0756
H 1.183 -2.348 -0.515 0.010 -0.015 0.001 0.2031
H -0.509 -2.139 -0.988 -0.016 -0.034 -0.018 0.2231
H -1.175 -2.574 -3.241 -0.005 0.008 0.009 0.2006
H 0.022 -3.101 -4.441 0.018 -0.003 -0.003 0.1873
H -1.155 -0.319 -2.420 -0.027 -0.043 -0.038 0.2408
H 0.063 0.813 -2.996 -0.005 0.002 -0.035 0.2302
H 2.850 -0.794 -1.332 0.037 -0.029 0.009 0.2161
H 2.352 0.555 -2.361 0.026 -0.005 -0.020 0.2235
H 2.810 -3.019 -2.139 0.002 0.001 0.010 0.1970
H 2.310 -3.353 -3.809 -0.013 -0.008 -0.010 0.1887
H 1.663 -1.552 -5.239 -0.006 -0.014 -0.003 0.1861
H 1.673 0.113 -4.621 -0.001 0.006 0.003 0.2015
F 3.212 1.888 3.864 -0.006 0.097 -0.071 -0.3121
C 3.084 2.004 2.539 0.140 0.096 0.140 0.6988
F 1.956 2.680 2.274 0.096 0.129 0.112 -0.2895
F 4.121 2.690 2.065 -0.070 0.028 0.064 -0.3046
S 2.943 0.370 1.753 -0.289 -0.257 -0.312 2.3498
O 4.182 -0.305 1.958 -0.041 -0.038 0.014 -0.9161
O 1.730 -0.169 2.368 0.288 0.168 -0.012 -0.9675
O 2.612 0.751 0.364 0.354 0.099 0.323 -1.0095

No. 2
49
Properties=species:S:1:pos:R:3:forces:R:3:lowdin_spin:R:1 method="wB97M-V/def2-TZVPD" e_above_lowest_ev=0.419 spin_multiplicity=5 homo_lumo_gap_ev="7.9 / 6.7" total_charge=+2 max_force_ha_per_bohr=0.0152 lumo_ev="-6.724 / -8.215" s2=6.0440 homo_energy_ev="-14.64 / -14.95"
Ru -0.317 -0.103 0.239 0.303 0.077 0.330 2.0856
C 0.023 -0.457 3.297 -0.141 -0.110 0.203 0.0117
N 0.584 0.315 2.170 -0.192 -0.117 -0.553 0.0100
C 2.042 0.077 2.127 0.208 -0.020 0.034 -0.0005
C 0.293 1.764 2.332 -0.003 0.264 -0.101 0.0112
C 0.665 2.532 1.070 0.137 -0.040 0.337 0.0427
N 0.173 1.772 -0.075 -0.042 -0.346 0.246 0.3432
C -0.031 2.331 -1.304 -0.090 0.262 -0.731 0.0087
C -0.674 1.545 -2.278 0.068 0.138 0.191 0.0607
F -1.084 0.292 -1.880 0.064 -0.049 0.043 0.0351
C -0.942 1.971 -3.552 -0.008 0.022 -0.012 -0.0053
F -1.562 1.156 -4.392 -0.018 -0.018 -0.008 -0.0090
C -0.566 3.247 -3.943 -0.006 -0.026 0.098 0.0956
C 0.072 4.055 -3.018 -0.062 -0.084 -0.079 -0.0082
F 0.447 5.275 -3.355 0.030 0.033 0.005 -0.0109
C 0.345 3.621 -1.730 -0.003 -0.216 0.187 0.0736
F 0.995 4.431 -0.903 0.035 0.057 0.046 0.0244
H 0.501 -0.161 4.234 0.046 0.036 -0.049 0.0022
H 0.198 -1.518 3.136 0.013 0.013 -0.034 0.0001
H -1.046 -0.281 3.395 -0.026 0.043 -0.079 0.0011
H 2.506 0.401 3.062 -0.078 0.004 0.023 -0.0008
H 2.497 0.616 1.301 -0.041 0.009 -0.016 -0.0001
H 2.227 -0.986 1.991 -0.023 -0.008 0.010 0.0001
H 0.826 2.168 3.197 0.011 -0.053 0.011 0.0008
H -0.777 1.871 2.512 -0.001 -0.063 0.039 0.0021
H 1.747 2.670 0.994 -0.018 0.019 -0.070 0.0152
H 0.222 3.525 1.119 -0.027 0.016 -0.068 0.0065
H -0.774 3.600 -4.944 0.023 0.020 0.002 0.0043
C 3.966 -1.351 -1.832 0.472 -0.071 -0.190 -0.0005
C 2.669 -1.092 -1.258 -0.401 0.044 0.083 0.0026
N 1.635 -0.886 -0.806 -0.057 0.153 0.013 0.0575
H 4.571 -1.948 -1.149 -0.049 0.014 0.032 -0.0002
H 4.477 -0.407 -2.020 -0.014 -0.021 -0.010 0.0000
H 3.864 -1.893 -2.771 -0.056 0.027 0.009 -0.0003
C -3.274 -0.513 1.185 0.046 -0.010 -0.021 0.0699
C -2.643 -1.801 0.818 -0.081 -0.085 -0.027 0.3173
C -3.277 -3.071 0.715 0.136 -0.188 -0.083 0.1227
C -2.349 -3.930 0.196 -0.120 0.118 0.103 0.1395
C -1.150 -3.181 -0.008 0.031 -0.049 0.063 0.3035
C 0.093 -3.666 -0.631 0.094 0.042 -0.034 0.0511
N -1.333 -1.892 0.413 -0.146 0.164 -0.062 0.0579
H -4.285 -0.661 1.555 0.005 -0.002 0.021 0.0021
H -3.335 0.135 0.303 -0.027 0.000 0.017 0.0212
H -2.700 0.014 1.951 0.012 0.039 0.025 0.0184
H -4.298 -3.285 0.988 -0.004 0.035 -0.007 0.0021
H -2.466 -4.977 -0.034 -0.004 0.006 -0.010 0.0029
H 0.054 -4.740 -0.790 0.009 -0.010 0.039 -0.0002
H 0.961 -3.409 -0.023 0.007 -0.043 0.024 0.0130
H 0.230 -3.177 -1.601 -0.012 -0.024 0.012 0.0191

No. 3
51
Properties=species:S:1:pos:R:3:forces:R:3:lowdin_spin:R:1 method="wB97M-V/def2-TZVPD" e_above_lowest_ev=0.000 spin_multiplicity=2 homo_lumo_gap_ev="8.3 / 7.6" total_charge=+1 max_force_ha_per_bohr=0.0030 lumo_ev="-3.578 / -4.289" s2=0.7597 homo_energy_ev="-11.90 / -11.90"
Y -0.797 0.146 0.691 -0.023 0.012 -0.008 0.0017
C 2.175 -2.497 -0.943 0.003 -0.017 -0.010 0.0000
N 1.780 -3.114 0.320 0.009 0.003 0.040 0.0000
C 1.131 -2.439 1.264 -0.020 -0.050 -0.084 -0.0001
N 0.789 -3.040 2.413 -0.001 0.031 0.018 0.0000
O 0.849 -1.217 1.082 0.026 -0.063 0.065 -0.0007
H 2.440 -3.290 -1.637 -0.001 0.000 -0.001 0.0000
H 3.036 -1.843 -0.806 -0.008 0.007 -0.004 0.0000
H 1.347 -1.924 -1.359 -0.002 0.003 0.004 0.0000
H 2.040 -4.070 0.494 -0.007 -0.004 -0.002 0.0000
H 0.902 -4.028 2.554 -0.012 -0.006 -0.007 0.0000
H 0.203 -2.528 3.052 0.000 0.001 -0.003 0.0000
F -2.168 -1.780 0.833 -0.001 0.054 0.023 0.0001
Sb -3.229 -1.245 2.391 0.064 -0.068 0.033 0.0004
F -1.426 -0.744 2.958 0.008 -0.011 -0.078 0.0001
F -2.997 0.467 1.445 0.020 -0.019 0.057 0.0063
F -3.936 -0.420 3.889 -0.020 0.037 -0.059 0.0001
F -4.822 -1.567 1.517 0.044 -0.010 0.030 0.0001
F -2.993 -2.923 3.145 -0.033 0.001 -0.009 0.0000
C -1.479 0.370 -4.992 0.025 0.002 0.000 0.0000
C -0.162 0.320 -4.204 -0.003 -0.069 -0.021 0.0000
C 0.630 1.614 -4.428 -0.020 0.041 0.020 0.0001
C 0.675 -0.883 -4.662 -0.002 0.020 -0.010 0.0000
C -0.463 0.177 -2.772 0.006 0.006 0.000 0.0000
C -0.718 0.053 -1.585 0.021 0.100 0.054 -0.0004
H -1.265 0.479 -6.057 -0.002 -0.002 0.000 0.0000
H -2.090 1.214 -4.673 -0.004 -0.002 -0.002 0.0000
H -2.052 -0.545 -4.845 -0.009 -0.001 -0.003 0.0000
H 0.866 1.726 -5.488 -0.002 0.000 -0.006 0.0000
H 1.569 1.601 -3.870 -0.002 -0.010 -0.001 0.0000
H 0.050 2.483 -4.115 0.009 -0.002 -0.006 0.0000
H 0.892 -0.798 -5.728 -0.005 0.002 -0.001 0.0000
H 0.139 -1.816 -4.492 0.003 -0.003 0.004 0.0000
H 1.625 -0.920 -4.124 -0.010 -0.012 0.006 0.0000
C 1.153 1.074 4.649 -0.060 0.036 -0.017 0.0038
C -0.126 1.616 4.931 0.087 -0.040 0.015 -0.0072
C -0.864 2.208 3.953 -0.070 0.023 0.034 0.0213
C -0.343 2.294 2.638 0.044 -0.020 -0.135 0.1055
C -1.011 2.861 1.541 -0.080 0.049 0.061 0.7023
C -0.570 2.953 0.266 0.045 -0.026 0.031 0.0951
C 0.733 2.427 0.004 -0.049 0.075 -0.093 0.0358
C 1.457 1.850 1.017 0.043 -0.031 -0.048 -0.0208
C 0.950 1.759 2.344 -0.010 -0.002 0.156 0.0290
C 1.678 1.136 3.392 -0.027 0.010 -0.009 0.0025
H 1.720 0.612 5.446 -0.008 -0.003 0.005 0.0003
H -0.518 1.553 5.937 0.001 0.001 0.002 -0.0003
H -1.843 2.620 4.158 -0.006 -0.007 -0.015 0.0036
H -1.159 3.394 -0.528 0.003 -0.021 -0.016 0.0148
H 1.114 2.465 -1.007 0.043 -0.021 0.020 0.0053
H 2.434 1.430 0.815 -0.003 0.009 -0.029 -0.0003
H 2.657 0.727 3.176 -0.001 -0.001 0.001 0.0015

No. 4
50
Properties=species:S:1:pos:R:3:forces:R:3:nbo_charge:R:1 method="wB97M-V/def2-TZVPD" e_above_lowest_ev=0.101 homo_lumo_gap_ev=8.5 total_charge=+1 max_force_ha_per_bohr=0.0193 lumo_ev=-3.355 homo_energy_ev=-11.84
Sc 0.300 0.100 0.037 -0.809 -0.302 0.490 1.4561
C -1.543 -2.443 1.297 0.036 0.057 0.069 -0.2303
C -1.899 -2.704 -0.153 -0.035 -0.042 -0.065 -0.2381
N -0.994 -1.973 -1.048 0.161 0.184 -0.017 -0.6472
C -1.621 -1.603 -2.322 -0.053 0.012 0.024 -0.2495
C -2.625 -0.453 -2.180 -0.014 -0.029 -0.028 -0.5352
S -2.287 0.753 -0.865 0.245 0.148 0.084 0.2575
C -3.265 0.139 0.543 -0.035 0.011 0.001 -0.5285
C -2.435 -0.164 1.780 0.017 -0.100 -0.005 -0.2417
N -1.256 -1.022 1.546 0.044 0.220 -0.050 -0.6905
H -0.641 -3.000 1.552 0.027 -0.020 0.000 0.2122
H -2.342 -2.804 1.950 -0.029 -0.035 0.029 0.2095
H -2.920 -2.397 -0.367 -0.015 0.029 0.013 0.1971
H -1.864 -3.779 -0.343 -0.032 -0.043 -0.011 0.2176
H -0.213 -2.579 -1.273 -0.016 -0.046 0.027 0.3897
H -2.147 -2.453 -2.767 -0.012 -0.041 -0.036 0.2067
H -0.834 -1.317 -3.015 0.024 0.014 -0.030 0.2492
H -3.646 -0.797 -2.016 0.005 -0.027 0.007 0.2341
H -2.636 0.125 -3.103 -0.021 -0.004 -0.026 0.2656
H -3.840 -0.716 0.199 -0.019 -0.026 0.022 0.2267
H -3.981 0.921 0.793 -0.018 0.008 0.010 0.2545
H -3.093 -0.607 2.533 -0.033 -0.032 0.033 0.2118
H -2.051 0.767 2.197 0.009 0.075 0.016 0.2386
H -0.708 -0.957 2.400 0.038 0.017 0.016 0.4206
O 2.064 -1.802 -3.233 -0.053 -0.077 -0.086 -0.5228
C 1.782 -1.370 -2.144 0.009 0.348 0.013 0.6398
N 1.182 -0.164 -1.829 0.145 -0.092 -0.424 -0.8669
C 0.733 0.708 -2.821 0.205 -0.221 0.110 0.6536
O 0.413 0.438 -3.951 0.075 -0.006 -0.102 -0.5268
C 0.618 2.111 -2.289 -0.018 -0.115 0.143 0.1153
C 0.606 3.192 -3.137 -0.019 0.144 -0.127 -0.1951
C 0.544 4.461 -2.577 0.006 0.041 -0.033 -0.1250
C 0.475 4.585 -1.200 -0.005 0.064 0.010 -0.2284
C 0.462 3.440 -0.421 -0.063 0.008 0.031 0.0732
N 0.536 2.222 -0.955 0.084 -0.300 0.084 -0.5205
C 2.163 -2.147 -0.897 0.032 0.076 0.087 0.1135
C 2.944 -3.278 -1.003 0.060 -0.063 0.007 -0.1964
C 3.314 -3.935 0.162 0.019 -0.026 -0.022 -0.1216
C 2.895 -3.432 1.383 0.054 -0.082 0.056 -0.2335
C 2.107 -2.297 1.404 -0.034 0.046 0.009 0.0703
N 1.735 -1.672 0.286 -0.039 0.198 -0.267 -0.5417
H 0.655 3.024 -4.204 0.009 0.015 0.023 0.2583
H 0.555 5.340 -3.208 -0.010 -0.013 0.012 0.2390
H 0.432 5.553 -0.722 0.002 -0.009 -0.020 0.2425
H 0.397 3.486 0.657 0.007 0.021 0.021 0.2321
H 3.253 -3.602 -1.987 -0.004 -0.011 0.031 0.2663
H 3.934 -4.822 0.117 -0.008 0.013 0.004 0.2415
H 3.178 -3.901 2.316 0.004 -0.004 -0.035 0.2448
H 1.775 -1.853 2.333 0.001 0.002 0.029 0.2280
I 1.061 1.228 2.488 0.075 0.013 -0.126 -0.4258

No. 5
45
Properties=species:S:1:pos:R:3:forces:R:3:nbo_charge:R:1 method="wB97M-V/def2-TZVPD" e_above_lowest_ev=0.325 homo_lumo_gap_ev=8.8 total_charge=0 max_force_ha_per_bohr=0.0198 lumo_ev=0.685 smiles="CC(C)N(CC(N)=O)C(=O)Cc1coc2cc3c(cc12)CCC3" homo_energy_ev=-8.15
C -2.878 1.259 0.887 0.124 0.072 0.254 -0.6321
C -2.274 0.923 2.251 -0.310 0.378 -0.055 -0.0270
C -3.368 0.614 3.279 0.244 0.074 -0.093 -0.6203
N -1.318 -0.174 2.146 -0.030 -0.182 -0.028 -0.4339
C -1.839 -1.513 1.892 0.095 -0.187 -0.056 -0.3237
C -1.613 -1.908 0.423 0.008 -0.151 0.477 0.6652
N -0.393 -2.415 0.186 0.410 -0.301 -0.160 -0.8172
O -2.473 -1.779 -0.424 -0.349 0.121 -0.303 -0.6340
C 0.026 -0.072 2.253 -0.063 0.103 0.271 0.7100
O 0.725 -1.075 2.315 0.233 -0.020 0.118 -0.6679
C 0.689 1.301 2.223 0.259 -0.112 -0.168 -0.5083
C 1.853 1.189 1.292 0.536 0.197 0.275 -0.1087
C 3.174 1.363 1.537 -0.902 0.063 0.221 0.1333
O 3.942 1.122 0.447 0.527 -0.029 -0.164 -0.4131
C 3.096 0.759 -0.546 -0.955 -0.155 -0.319 0.2690
C 3.427 0.382 -1.843 0.182 0.127 0.349 -0.2328
C 2.376 0.025 -2.657 -0.118 -0.027 0.144 -0.0369
C 1.044 0.055 -2.210 0.063 -0.047 -0.064 0.0539
C 0.716 0.438 -0.933 0.242 0.090 0.126 -0.2520
C 1.766 0.787 -0.083 0.548 0.048 -0.292 -0.0501
C 0.117 -0.372 -3.311 -0.117 -0.019 -0.088 -0.4468
C 1.052 -1.084 -4.300 -0.024 0.040 -0.077 -0.3842
C 2.426 -0.429 -4.087 0.065 -0.030 -0.135 -0.4241
H -3.664 2.000 1.003 -0.096 0.110 -0.010 0.2127
H -2.119 1.665 0.221 0.060 0.030 -0.104 0.2094
H -3.298 0.370 0.424 -0.054 -0.088 -0.046 0.2408
H -1.728 1.789 2.631 -0.046 -0.154 -0.057 0.2052
H -4.131 -0.045 2.873 -0.092 -0.070 -0.018 0.2088
H -3.854 1.542 3.569 -0.078 0.066 0.012 0.2207
H -2.939 0.158 4.168 -0.006 -0.038 0.114 0.2171
H -2.907 -1.534 2.094 0.075 -0.017 -0.078 0.2277
H -1.323 -2.223 2.544 -0.144 0.084 -0.017 0.2365
H -0.121 -2.597 -0.768 -0.094 0.058 0.015 0.3981
H 0.328 -2.310 0.889 -0.081 0.017 -0.055 0.4330
H 0.020 2.080 1.861 -0.024 0.008 0.106 0.2223
H 1.038 1.556 3.225 -0.117 0.024 0.024 0.2457
H 3.691 1.653 2.431 0.138 0.016 0.096 0.2009
H 4.452 0.361 -2.177 0.152 -0.016 -0.056 0.2228
H -0.310 0.451 -0.598 -0.178 -0.020 0.037 0.2118
H -0.331 0.512 -3.773 -0.071 -0.009 -0.034 0.2084
H -0.695 -1.007 -2.957 -0.078 0.026 -0.011 0.2252
H 1.113 -2.144 -4.046 -0.004 -0.025 -0.005 0.1986
H 0.708 -1.002 -5.329 -0.006 -0.079 -0.025 0.2105
H 2.546 0.438 -4.742 0.034 -0.008 -0.064 0.2098
H 3.252 -1.113 -4.282 0.042 0.031 -0.056 0.2160